C15H11N3OS | the ωB97M-V functional and the def2-TZVPD basis

Atoms and positions in Å:
C: 6.154 0.387 0.210
C: 4.773 0.725 -0.258
C: 3.675 0.067 0.188
C: 2.425 0.569 -0.362
N: 1.127 0.133 -0.007
N: -0.019 0.605 -0.600
C: -1.044 -0.009 -0.068
C: -2.472 0.101 -0.273
C: -3.007 1.085 -1.111
C: -4.432 1.164 -1.308
C: -5.303 0.279 -0.615
C: -4.743 -0.670 0.229
C: -3.345 -0.777 0.379
N: -2.837 -1.720 1.283
C: -1.447 -1.870 1.477
C: -0.593 -1.004 0.872
C: 0.834 -0.830 0.945
O: 1.508 -1.538 1.718
C: 2.660 1.601 -1.258
S: 4.363 1.943 -1.468
H: 6.619 1.243 0.655
H: 6.812 0.018 -0.616
H: 6.082 -0.395 0.998
H: 3.802 -0.746 0.908
H: -2.382 1.747 -1.636
H: -4.862 1.907 -1.973
H: -6.382 0.338 -0.863
H: -5.358 -1.371 0.723
H: -3.441 -2.502 1.465
H: -1.078 -2.611 2.177
H: 1.911 2.130 -1.810

Output
- Kohn-Sham gap: 7.4 eV
- Max |F|: 3.59 eV/A
- Relative energy (zero: lowest compared OMol25 entry of this formula, charge and spin): 3.2 kJ/mol
- Spin multiplicity: 1
- Calculated total energy: -1215.8838 hartree
- LUMO energy: -0.157 eV
- HOMO level: -7.53 eV